1.
Below is 2 unconnected molecules or ions with the total composition C3H10NO2 at a distorted geometry, with properties calculated with the ωB97M-V functional and the def2-TZVPD basis.

The calculation puts the strongest force on any atom at 1.3 eV/A. As for the charge: -1. Its total energy is -8858.1331 eV.

Cartesian coordinates (Å):
1 C -0.231 -0.269 -1.265
2 C 0.760 -0.865 -0.267
3 C 0.687 -0.084 1.065
4 O 0.660 1.254 0.869
5 N -0.753 -1.212 -2.273
6 H 0.165 0.573 -1.803
7 H -1.069 0.164 -0.685
8 H 0.492 -1.925 -0.158
9 H 1.783 -0.659 -0.623
10 H 1.571 -0.442 1.649
11 H -0.215 -0.470 1.632
12 H -1.394 -1.932 -2.009
13 H -0.217 -1.310 -3.107
14 H -0.052 2.284 1.927
15 H -1.473 2.155 2.475
16 O -0.716 2.740 2.573

Let us look at the Mulliken charges, expressed in e, one per atom: C -0.42; C -0.48; C -0.55; O -0.92; N -0.48; H 0.25; H 0.31; H 0.29; H 0.21; H 0.26; H 0.23; H 0.16; H 0.15; H 0.49; H 0.25; O -0.73

2.
Below is 2 unconnected molecules or ions with the total composition C3H10NO2, with properties calculated with the ωB97M-V functional and the def2-TZVPD basis.

The calculation puts the strongest force on any atom at 0.7 eV/A. As for the charge: +1. Its total energy is -8851.4295 eV.

Cartesian coordinates (Å):
1 C 0.164 -1.110 -0.521
2 C 0.466 0.044 0.416
3 C 1.900 -0.036 0.932
4 O 2.571 0.938 1.114
5 N -1.006 -0.810 -1.437
6 H -0.102 -2.030 -0.008
7 H 1.016 -1.319 -1.166
8 H -0.182 0.050 1.295
9 H 0.349 1.014 -0.067
10 H 2.301 -1.042 1.169
11 H -1.469 -1.673 -1.720
12 H -0.728 -0.311 -2.283
13 H -1.745 -0.200 -0.979
14 H -2.865 1.759 -0.408
15 H -3.436 0.680 0.537
16 O -2.700 0.878 -0.062

Let us look at the Mulliken charges, expressed in e, one per atom: C -0.63; C -0.26; C -0.21; O -0.41; N -0.20; H 0.31; H 0.39; H 0.35; H 0.30; H 0.35; H 0.39; H 0.41; H 0.22; H 0.31; H 0.31; O -0.64

3.
Below is a gas-phase ion, C3H10NO2 (charge +1), with properties calculated with the ωB97M-V functional and the def2-TZVPD basis.

The calculation puts the strongest force on any atom at 0.9 eV/A. As for the charge: +1. Its total energy is -8851.4704 eV. Its SMILES is [NH3+]C(CO)CO.

Cartesian coordinates (Å):
1 N -0.737 -0.876 0.610
2 C -0.275 0.168 -0.371
3 C 0.060 1.428 0.412
4 O -0.817 1.516 1.511
5 C 0.894 -0.382 -1.197
6 O 0.838 -1.795 -1.073
7 H -1.553 -0.519 1.116
8 H -0.952 -1.747 0.123
9 H -0.031 -1.103 1.315
10 H -1.152 0.332 -0.993
11 H 1.103 1.478 0.726
12 H -0.055 2.269 -0.274
13 H -1.262 2.370 1.564
14 H 0.739 -0.108 -2.239
15 H 1.842 0.002 -0.844
16 H 1.378 -2.232 -1.737

Let us look at the Mulliken charges, expressed in e, one per atom: N -0.34; C 0.13; C -0.60; O -0.56; C -0.56; O -0.55; H 0.34; H 0.35; H 0.32; H 0.36; H 0.32; H 0.42; H 0.35; H 0.34; H 0.33; H 0.34

4.
Below is 3 unconnected molecules or ions with the total composition C3H10NO2 at a distorted geometry, with properties calculated with the ωB97M-V functional and the def2-TZVPD basis.

The calculation puts the strongest force on any atom at 1.8 eV/A. As for the charge: +1. Its total energy is -8850.1824 eV.

Cartesian coordinates (Å):
1 C -0.047 0.183 0.955
2 C 0.833 -0.646 1.506
3 C -0.655 1.242 -1.066
4 N -0.002 0.330 -0.483
5 H -0.933 0.514 1.477
6 H 1.711 -0.937 0.954
7 H 0.919 -0.845 2.560
8 H -0.698 1.266 -2.149
9 H -1.123 2.016 -0.517
10 H 0.402 -0.440 -1.006
11 H 3.765 -1.777 2.984
12 H 3.180 -3.112 2.894
13 O 3.000 -2.211 2.585
14 H -3.801 2.155 -3.457
15 H -3.437 0.773 -3.901
16 O -3.114 1.489 -3.338

Let us look at the Mulliken charges, expressed in e, one per atom: C 0.08; C -0.82; C -0.13; N -0.01; H 0.33; H 0.30; H 0.33; H 0.26; H 0.28; H 0.34; H 0.32; H 0.32; O -0.63; H 0.32; H 0.32; O -0.62

5.
Below is 2 unconnected molecules or ions with the total composition C3H10NO2 at a distorted geometry, with properties calculated with the ωB97M-V functional and the def2-TZVPD basis.

The calculation puts the strongest force on any atom at 1.2 eV/A. As for the charge: +1. Its total energy is -8851.4134 eV.

Cartesian coordinates (Å):
1 O 0.425 -1.733 0.513
2 O -0.709 -0.659 -1.137
3 C -0.504 -1.066 0.127
4 C 0.299 -1.087 -2.061
5 H -1.329 -0.690 0.765
6 H 0.019 -0.693 -3.052
7 H 0.360 -2.186 -2.124
8 H 1.294 -0.694 -1.795
9 C 3.495 -3.988 2.838
10 N 2.227 -3.509 3.470
11 H 4.078 -3.134 2.454
12 H 3.272 -4.667 1.998
13 H 4.110 -4.531 3.575
14 H 2.432 -2.868 4.263
15 H 1.643 -2.996 2.779
16 H 1.673 -4.311 3.834

Let us look at the Mulliken charges, expressed in e, one per atom: O -0.53; O -0.28; C 0.24; C -0.56; H 0.36; H 0.24; H 0.27; H 0.27; C -0.74; N -0.29; H 0.32; H 0.32; H 0.35; H 0.39; H 0.27; H 0.39

6.
Below is 2 unconnected molecules or ions with the total composition C3H10NO2 at a distorted geometry, with properties calculated with the ωB97M-V functional and the def2-TZVPD basis.

The calculation puts the strongest force on any atom at 3.7 eV/A. As for the charge: +2. Its total energy is -8835.3367 eV. As for the spin multiplicity: 2.

Cartesian coordinates (Å):
1 O -0.310 0.010 -1.813
2 C 0.095 0.226 -2.993
3 O 0.999 1.126 -3.335
4 H -0.460 -0.307 -3.777
5 H 0.605 1.755 -4.004
6 C 0.253 0.956 1.350
7 N 0.048 -0.485 0.862
8 C -0.764 -1.310 1.892
9 H 1.253 1.187 1.141
10 H -0.267 1.690 0.861
11 H 0.241 0.932 2.469
12 H 0.993 -0.943 0.830
13 H -0.087 -0.525 -0.130
14 H -0.117 -1.228 2.964
15 H -0.784 -2.334 1.593
16 H -1.696 -0.750 2.090

Let us look at the Mulliken charges, expressed in e, one per atom: O -0.07; C 0.37; O -0.27; H 0.41; H 0.45; C -0.85; N -0.18; C -0.77; H 0.44; H 0.35; H 0.32; H 0.45; H 0.26; H 0.32; H 0.37; H 0.39

7.
Below is 2 unconnected molecules or ions with the total composition C3H10NO2P at a distorted geometry, with properties calculated with the ωB97M-V functional and the def2-TZVPD basis.

The calculation puts the strongest force on any atom at 4.2 eV/A. Its total energy is -18144.2562 eV.

Cartesian coordinates (Å):
1 C -1.416 -1.266 -0.986
2 C 0.874 -1.481 -0.127
3 C 0.165 0.628 -0.786
4 N -0.186 -0.675 -0.637
5 O 1.226 2.993 -0.023
6 O -0.435 1.555 2.234
7 P 1.292 1.502 0.146
8 H -1.567 -2.137 -1.678
9 H -1.873 -1.720 -0.084
10 H -2.184 -0.598 -1.555
11 H 1.661 -1.732 -0.832
12 H 1.434 -0.950 0.645
13 H 0.610 -2.454 0.360
14 H -0.722 1.369 -0.917
15 H 2.435 0.921 -0.435
16 H -0.552 2.243 1.565
17 H -0.761 1.803 3.109

Let us look at the Mulliken charges, expressed in e, one per atom: C -0.85; C -1.15; C 0.04; N 0.24; O -0.63; O -0.62; P 0.09; H 0.34; H 0.35; H 0.26; H 0.38; H 0.37; H 0.31; H 0.21; H 0.05; H 0.33; H 0.29

8.
Below is 2 unconnected molecules or ions with the total composition C3H10NO2S2 at a distorted geometry, with properties calculated with the ωB97M-V functional and the def2-TZVPD basis.

The calculation puts the strongest force on any atom at 4.7 eV/A. As for the charge: +1. Its total energy is -30520.3225 eV.

Cartesian coordinates (Å):
1 N 0.889 -1.141 -0.416
2 C -0.511 -0.541 -0.514
3 C -0.442 0.986 -0.692
4 O 0.474 1.490 -0.028
5 C -1.112 -0.911 0.949
6 S -2.572 0.107 0.997
7 S -2.252 1.863 2.022
8 H 1.644 -0.306 -0.291
9 H 0.971 -1.791 0.371
10 H 0.941 -1.756 -1.224
11 H -1.181 -0.970 -1.323
12 H -1.166 1.519 -1.266
13 H -1.364 -1.946 1.040
14 H -0.395 -0.378 1.659
15 H -2.134 1.215 3.345
16 H 2.623 0.880 -2.337
17 H 3.029 1.188 -0.845
18 O 2.556 0.492 -1.448

Let us look at the Mulliken charges, expressed in e, one per atom: N -0.33; C 0.15; C -0.27; O -0.43; C -0.94; S -0.06; S -0.17; H 0.40; H 0.36; H 0.33; H 0.37; H 0.52; H 0.40; H 0.47; H 0.20; H 0.30; H 0.36; O -0.67

9.
Below is 2 unconnected molecules or ions with the total composition C3H10NO2Si at a distorted geometry, with properties calculated with the ωB97M-V functional and the def2-TZVPD basis.

The calculation puts the strongest force on any atom at 6.6 eV/A. As for the charge: +1. Its total energy is -16728.5942 eV.

Cartesian coordinates (Å):
1 C -1.935 -1.801 0.995
2 C -2.386 -0.697 0.404
3 C 1.702 1.314 0.164
4 N 1.214 2.006 -0.983
5 O 2.219 -1.556 0.483
6 O 0.664 -1.040 -1.624
7 Si 1.584 -0.472 -0.448
8 H -1.630 -1.566 2.055
9 H -2.033 -2.771 0.747
10 H -2.568 0.295 0.747
11 H 0.935 1.511 0.839
12 H 2.613 1.488 0.611
13 H -2.885 -0.917 -0.482
14 H 2.020 2.126 -1.553
15 H 0.806 2.874 -0.740
16 H 2.700 -2.342 0.494
17 H 0.780 -0.980 -2.564

Let us look at the Mulliken charges, expressed in e, one per atom: C -0.59; C -0.54; C -0.51; N -0.49; O -0.41; O -0.36; Si 0.78; H 0.24; H 0.34; H 0.32; H 0.37; H 0.38; H 0.26; H 0.22; H 0.24; H 0.38; H 0.38

10.
Below is 2 unconnected molecules or ions with the total composition C3H10NO2Si at a distorted geometry, with properties calculated with the ωB97M-V functional and the def2-TZVPD basis.

The calculation puts the strongest force on any atom at 3.7 eV/A. As for the charge: +1. Its total energy is -16727.9274 eV.

Cartesian coordinates (Å):
1 C 0.147 2.297 0.562
2 C 1.624 1.812 0.296
3 C 1.879 0.393 0.090
4 N 0.908 -0.393 -0.051
5 O -0.814 1.601 0.532
6 O -1.273 -1.609 0.411
7 Si -2.241 -2.023 -0.948
8 H 0.138 3.264 0.891
9 H 2.048 2.494 -0.591
10 H 2.183 2.248 1.142
11 H 2.968 -0.005 -0.021
12 H 0.820 -1.419 -0.056
13 H -1.405 -2.138 1.158
14 H -0.053 0.038 0.104
15 H -2.246 -3.401 -0.997
16 H -3.527 -1.595 -0.536
17 H -1.156 -1.564 -1.986

Let us look at the Mulliken charges, expressed in e, one per atom: C 0.04; C -0.68; C 0.10; N -0.11; O -0.49; O -0.54; Si 0.45; H 0.44; H 0.34; H 0.36; H 0.36; H 0.30; H 0.30; H 0.34; H -0.10; H -0.05; H -0.06

11.
Below is 2 unconnected molecules or ions with the total composition C3H10NO3 at a distorted geometry, with properties calculated with the ωB97M-V functional and the def2-TZVPD basis.

The calculation puts the strongest force on any atom at 4.9 eV/A. As for the charge: +1. Its total energy is -10898.1253 eV.

Cartesian coordinates (Å):
1 C -0.252 0.277 -0.309
2 C -0.406 0.283 1.237
3 C 0.744 -0.558 2.083
4 O 2.007 -0.173 1.987
5 O 0.378 -1.438 2.795
6 N 0.396 -1.007 -0.962
7 H -1.133 0.177 -0.726
8 H 0.280 1.069 -0.742
9 H -1.424 0.002 1.693
10 H -0.142 1.341 1.442
11 H 2.564 -0.733 2.520
12 H 1.385 -0.922 -1.099
13 H 0.076 -1.216 -1.991
14 H 0.426 -1.862 -0.447
15 H -2.123 1.228 -3.059
16 H -1.288 2.237 -2.136
17 O -1.487 1.297 -2.287

Let us look at the Mulliken charges, expressed in e, one per atom: C -0.78; C -0.37; C 0.47; O -0.44; O -0.48; N -0.42; H 0.47; H 0.48; H 0.34; H 0.27; H 0.36; H 0.36; H 0.41; H 0.34; H 0.30; H 0.31; O -0.64

12.
Below is 2 unconnected molecules or ions with the total composition C3H10NO3 at a distorted geometry, with properties calculated with the ωB97M-V functional and the def2-TZVPD basis.

The calculation puts the strongest force on any atom at 5.9 eV/A. As for the charge: +1. Its total energy is -10898.0948 eV.

Cartesian coordinates (Å):
1 O -0.912 1.442 -1.313
2 C -0.206 1.818 -0.462
3 O -0.529 2.674 0.402
4 C 1.018 1.006 -0.003
5 C 0.159 -0.052 0.860
6 N 1.749 0.410 -1.169
7 H -1.470 3.124 0.311
8 H 1.691 1.627 0.636
9 H -0.398 0.443 1.643
10 H -0.490 -0.498 0.273
11 H 0.683 -0.850 1.303
12 H 1.797 -0.610 -1.141
13 H 2.709 0.829 -1.251
14 H 1.427 0.706 -2.083
15 H -1.895 -5.534 0.684
16 H -1.148 -6.630 1.514
17 O -1.180 -5.630 1.401

Let us look at the Mulliken charges, expressed in e, one per atom: O -0.50; C 0.48; O -0.46; C 0.09; C -1.64; N -0.28; H 0.43; H 0.32; H 0.41; H 0.59; H 0.44; H 0.35; H 0.39; H 0.38; H 0.33; H 0.34; O -0.67

13.
Below is 3 unconnected molecules or ions with the total composition C3H10NO3S at a distorted geometry, with properties calculated with the ωB97M-V functional and the def2-TZVPD basis.

The calculation puts the strongest force on any atom at 1.8 eV/A. As for the charge: -1. Its total energy is -21742.9001 eV.

Cartesian coordinates (Å):
1 O 0.524 2.865 0.184
2 C 1.053 1.884 -0.285
3 N 0.550 0.618 -0.260
4 C 1.336 -0.526 -0.778
5 C 0.552 -1.305 -1.780
6 S -0.702 -2.423 -0.978
7 H 2.015 1.907 -0.837
8 H -0.380 0.518 0.110
9 H 1.562 -1.107 0.118
10 H 2.267 -0.111 -1.168
11 H 1.266 -1.917 -2.339
12 H -0.076 -0.681 -2.407
13 H -1.738 0.872 2.542
14 H -0.217 0.983 2.401
15 O -0.927 0.910 3.065
16 H -2.445 -0.858 0.023
17 H -2.137 -1.157 1.472
18 O -2.505 -0.471 0.918

Let us look at the Mulliken charges, expressed in e, one per atom: O -0.59; C 0.03; N 0.06; C -0.51; C -0.72; S -0.69; H 0.23; H 0.24; H 0.22; H 0.36; H 0.27; H 0.26; H 0.33; H 0.32; O -0.68; H 0.19; H 0.36; O -0.68

14.
Below is 3 unconnected molecules or ions with the total composition C3H10NO3S at a distorted geometry, with properties calculated with the ωB97M-V functional and the def2-TZVPD basis.

The calculation puts the strongest force on any atom at 2.0 eV/A. As for the charge: -1. Its total energy is -21743.0207 eV.

Cartesian coordinates (Å):
1 C -0.799 -1.613 0.291
2 C -0.865 -0.070 0.214
3 S 0.122 0.599 -1.183
4 C -1.604 -2.155 1.413
5 N -2.959 -2.258 1.223
6 O -1.127 -2.487 2.485
7 H 0.229 -1.837 0.359
8 H -1.214 -1.986 -0.657
9 H -0.371 0.315 1.102
10 H -1.898 0.274 0.124
11 H -3.453 -2.349 2.095
12 H -3.426 -1.936 0.397
13 H 3.830 2.867 -2.156
14 H 3.603 2.403 -3.549
15 O 4.177 3.001 -3.055
16 H 1.429 1.768 0.648
17 H 1.190 3.165 0.192
18 O 1.755 2.670 0.792

Let us look at the Mulliken charges, expressed in e, one per atom: C -0.53; C -0.70; S -0.66; C 0.57; N -0.42; O -0.64; H 0.25; H 0.26; H 0.27; H 0.22; H 0.23; H 0.22; H 0.35; H 0.32; O -0.67; H 0.27; H 0.33; O -0.67

15.
Below is a molecular structure, C3H10NO4 at a distorted geometry, with properties calculated with the ωB97M-V functional and the def2-TZVPD basis.

The calculation puts the strongest force on any atom at 3.2 eV/A. As for the charge: -1. Its total energy is -12952.0915 eV.

Cartesian coordinates (Å):
1 O -3.594 -0.773 -0.474
2 C -2.746 0.117 -0.518
3 C -1.365 0.081 0.019
4 N -0.496 1.192 -0.201
5 C 0.611 1.235 0.819
6 O 1.492 0.217 0.773
7 H -2.882 1.022 -1.157
8 H -1.585 -0.438 -1.067
9 H -1.243 -0.372 0.998
10 H -0.092 1.018 -1.123
11 H 0.003 1.127 1.758
12 H 1.094 2.221 0.790
13 H 2.926 0.184 -1.795
14 H 1.791 -0.015 -0.722
15 O 2.021 -0.146 -1.725
16 H 1.761 -1.603 1.475
17 H 0.708 -2.524 0.899
18 O 1.595 -2.543 1.252

Let us look at the Mulliken charges, expressed in e, one per atom: O -0.60; C -0.27; C 0.05; N -0.52; C -0.54; O -0.86; H 0.38; H 0.03; H 0.47; H 0.32; H 0.34; H 0.24; H 0.26; H 0.44; O -0.75; H 0.39; H 0.28; O -0.66

The ΔE to the lowest compared entry with this formula, charge and spin results, record by record, are as follows: 15.2; 21.0; 20.1; 49.8; 21.4; 54.9; 130.0; 46.5; 72.0; 87.4; 53.9; 54.6; 14.6; 11.8; 97.3 kcal per mole.